[1]
{"formula": "C20H24N8O5", "method": "wB97M-V/def2-TZVPD", "species": ["C", "N", "C", "C", "C", "C", "C", "N", "C", "C", "C", "C", "C", "C", "C", "C", "C", "O", "H", "H", "H", "H", "H", "H", "H", "H", "H", "H", "H", "H", "H", "H", "H", "H", "H", "H", "H", "H", "H", "H", "O", "N", "O", "C", "C", "C", "N", "O", "O", "C", "N", "N", "N", "N", "C", "H", "H"], "xyz": [[-2.441, -4.447, 0.166], [-1.742, -3.274, 0.631], [-0.318, -3.158, 0.805], [0.545, -3.514, -0.449], [0.020, -2.762, -1.671], [0.530, -5.027, -0.645], [1.978, -3.083, -0.185], [-0.152, -1.792, 1.274], [-1.380, -1.360, 1.890], [-1.745, 0.118, 1.681], [-1.160, 0.992, 2.753], [-1.757, 1.074, 4.017], [-1.142, 1.814, 5.029], [0.081, 2.456, 4.791], [0.680, 2.367, 3.529], [0.040, 1.665, 2.515], [-2.426, -2.257, 1.244], [-3.638, -2.087, 1.254], [-3.494, -4.344, 0.444], [-2.378, -4.536, -0.926], [-2.026, -5.354, 0.623], [0.015, -3.834, 1.630], [-0.042, -1.689, -1.459], [0.716, -2.901, -2.510], [-0.963, -3.123, -1.992], [0.742, -5.536, 0.305], [-0.424, -5.390, -1.038], [1.310, -5.314, -1.362], [2.385, -3.579, 0.707], [2.612, -3.357, -1.040], [2.045, -1.998, -0.066], [0.722, -1.659, 1.833], [-1.366, -1.603, 2.972], [-1.392, 0.424, 0.686], [-2.843, 0.181, 1.722], [-2.702, 0.549, 4.186], [-1.623, 1.885, 6.006], [0.565, 3.026, 5.585], [1.638, 2.845, 3.322], [0.490, 1.592, 1.525], [6.630, -1.796, 2.035], [5.805, -2.528, 2.602], [6.116, -3.629, 3.122], [4.398, -2.158, 2.700], [3.472, -3.012, 3.303], [2.117, -2.694, 3.298], [1.166, -3.475, 4.007], [1.499, -4.559, 4.532], [-0.003, -3.006, 4.090], [1.517, -1.473, 2.719], [2.572, -0.654, 2.169], [2.380, 0.537, 1.554], [3.553, 0.970, 1.188], [4.526, 0.102, 1.507], [3.924, -0.935, 2.127], [3.801, -3.932, 3.782], [0.989, -0.902, 3.505]], "atomic_forces_ev_per_a": [[-0.0530, -0.2919, -0.2709], [-0.7407, 0.5848, 0.4359], [1.0327, -0.9120, 0.4346], [-0.5250, 0.3398, 0.2391], [0.0635, -0.0452, -0.1841], [0.0517, -0.2354, -0.2020], [0.3548, 0.0780, 0.0209], [-2.1897, 0.1381, -2.8575], [-0.4927, 0.5814, 0.6530], [-0.1143, -0.0199, 0.1052], [0.2600, 0.2389, 0.1493], [0.2363, 0.0550, -0.0598], [0.0291, -0.0211, -0.1024], [-0.0349, -0.1395, -0.1430], [-0.2151, 0.0940, 0.2790], [-0.3668, -0.0173, -0.1160], [-0.6031, -0.2562, -0.3798], [1.3188, -0.2905, 0.1321], [0.2252, 0.0384, -0.0103], [-0.0796, -0.0546, 0.2385], [-0.1095, 0.1703, -0.0590], [-0.0504, -0.1311, -0.3440], [-0.0348, -0.1540, -0.0514], [-0.1581, 0.0386, 0.1270], [0.1385, 0.1087, 0.0983], [-0.0316, 0.0052, -0.2129], [0.2542, 0.0238, 0.1033], [-0.1478, 0.0373, 0.1378], [-0.0051, 0.0581, -0.1331], [-0.1402, 0.0460, 0.2491], [0.0367, -0.0555, -0.0181], [-1.2705, -0.2957, -1.6261], [-0.2453, 0.1682, -0.3447], [-0.1928, -0.0570, 0.2291], [0.2795, -0.0705, -0.1607], [0.2969, 0.2121, 0.0657], [0.1959, 0.0094, -0.2680], [-0.1521, -0.1708, -0.1958], [-0.2567, -0.0416, 0.1280], [-0.3354, 0.2004, 0.4549], [-2.1401, -0.9945, 0.9768], [2.3800, -1.2361, 0.3735], [-0.8242, 1.9518, -0.8779], [-1.1054, -0.2309, 0.1023], [1.2932, 0.3004, -0.8357], [-1.1946, 2.2229, -1.1616], [-1.8422, -1.6248, 1.8819], [-0.3132, 2.1536, -1.1684], [2.1349, -0.9354, -0.2965], [6.9542, 0.3887, 5.8160], [-0.4412, -0.6770, -0.1976], [0.9806, -0.0306, -0.1208], [-0.7523, -1.2476, 0.5769], [-0.5298, -0.8569, 0.5954], [0.2306, 0.8433, -0.8480], [-0.0248, 0.2028, -0.1498], [-1.0344, -0.1962, -1.2078]], "lowdin_charge": [-0.015, -0.019, -0.247, -0.536, -0.028, -0.046, -0.043, 0.127, -0.207, -0.077, -0.242, -0.042, -0.084, -0.091, -0.090, -0.087, -0.373, 0.086, 0.098, 0.085, 0.101, 0.159, 0.090, 0.093, 0.079, 0.094, 0.067, 0.094, 0.085, 0.102, 0.081, -0.030, 0.154, 0.133, 0.125, 0.122, 0.103, 0.101, 0.103, 0.087, 0.095, -0.308, 0.051, -0.047, 0.098, -0.106, -0.310, 0.085, 0.043, -0.001, 0.007, 0.052, 0.017, 0.092, -0.201, 0.142, 0.183], "e_homo_ev": -9.3, "total_energy_ha": -1590.4300, "fmax_ev_per_a": 9.1, "orbital_gap_ev": 6.19, "e_lumo_ev": -3.15}

***

[2]
{"formula": "C4H12N2O2", "method": "wB97M-V/def2-TZVPD", "species": ["C", "N", "C", "C", "C", "N", "O", "H", "H", "H", "H", "H", "H", "H", "H", "H", "H", "H", "H", "O"], "xyz": [[-1.363, 1.123, -0.434], [-2.756, 1.290, 0.170], [0.102, -1.492, 0.652], [1.528, -0.983, 0.789], [1.863, 0.132, -0.030], [3.176, 0.631, 0.128], [1.242, 0.678, -1.009], [-1.336, 0.113, -0.764], [-0.572, 1.158, 0.345], [-1.083, 1.689, -1.315], [-2.941, 0.281, 0.110], [-0.746, -1.167, 1.233], [-0.159, -1.207, -0.344], [0.084, -2.614, 0.585], [2.280, -1.554, 1.305], [3.307, 0.746, 1.116], [3.143, 1.522, -0.321], [-3.154, -2.157, -0.145], [-3.283, 1.704, -0.549], [-2.649, -1.257, -0.141]], "atomic_forces_ev_per_a": [[-0.5205, 0.6867, 1.4230], [3.0601, -0.1896, -0.3280], [3.0251, -1.5102, -0.5732], [-4.3075, -1.5364, -0.3455], [1.1649, 3.4235, -4.4941], [-1.4520, -0.7382, 1.1159], [0.9057, -2.8670, 2.9944], [-0.0268, -0.8261, -0.5074], [-0.7033, 0.5626, -0.3329], [-0.2202, 0.7526, 0.2701], [-1.3306, -0.3237, 0.7970], [-0.3729, 0.4489, 0.6366], [-0.5696, 0.5714, -0.7599], [0.1229, 0.7448, 0.8837], [0.3185, 0.1418, 0.2134], [0.9377, 0.1131, 0.5439], [0.5057, 0.6753, -0.4159], [1.1681, 2.4942, 0.0872], [-1.0960, 0.7705, -0.9567], [-0.6091, -3.3943, -0.2517]], "lowdin_charge": [-0.180, -0.011, -0.066, 0.135, -0.464, 0.138, 0.033, 0.003, 0.060, 0.072, -0.027, 0.094, 0.051, 0.120, 0.120, 0.088, 0.096, 0.024, 0.026, -0.312], "e_homo_ev": -7.8, "e_above_lowest_kcal_mol": 209.3, "total_energy_ha": -419.3149, "fmax_ev_per_a": 5.8, "orbital_gap_ev": 3.45, "e_lumo_ev": -4.38}

***

[3]
{"formula": "ClH12O6", "method": "wB97M-V/def2-TZVPD", "species": ["Cl", "O", "H", "H", "O", "H", "H", "O", "H", "H", "O", "H", "H", "O", "H", "H", "O", "H", "H"], "xyz": [[0.175, -0.208, -0.807], [4.733, -1.492, 0.412], [3.911, -1.084, 0.139], [4.786, -1.320, 1.352], [-2.412, 3.527, -1.660], [-1.947, 2.787, -1.270], [-1.757, 3.963, -2.205], [-3.190, -2.647, 1.853], [-3.135, -2.232, 2.714], [-2.433, -2.308, 1.375], [-1.763, -3.872, -2.472], [-2.000, -4.436, -1.736], [-1.352, -3.109, -2.067], [-1.311, 0.936, 3.798], [-1.458, 1.816, 3.451], [-0.757, 0.510, 3.144], [3.670, 2.951, -2.090], [3.288, 3.827, -2.139], [2.953, 2.392, -1.792]], "atomic_forces_ev_per_a": [[-0.0348, 0.0630, 0.1536], [0.3465, -0.1520, -0.0301], [-0.4163, 0.1104, -0.1944], [-0.0215, 0.0391, 0.1857], [-0.3080, 0.3206, 0.0243], [0.2141, -0.4676, 0.1094], [0.1510, 0.0181, -0.1220], [-0.2446, -0.2970, 0.0350], [0.0241, 0.1538, 0.1789], [0.2754, 0.2137, -0.2745], [-0.1388, -0.2763, -0.2815], [-0.0542, -0.0858, 0.1728], [0.2564, 0.4911, 0.1290], [-0.1185, -0.0742, 0.3924], [-0.0433, 0.1642, -0.1507], [0.1759, -0.1392, -0.3470], [0.3312, 0.1201, -0.0839], [-0.0916, 0.1676, -0.0081], [-0.3031, -0.3698, 0.1111]], "lowdin_charge": [-0.872, -0.063, 0.026, 0.021, -0.068, 0.018, 0.021, -0.062, 0.022, 0.024, -0.067, 0.020, 0.009, -0.065, 0.027, 0.027, -0.063, 0.020, 0.025], "e_homo_ev": -4.8, "e_above_lowest_kcal_mol": 34.9, "total_energy_ha": -918.9103, "fmax_ev_per_a": 0.6, "orbital_gap_ev": 7.86, "e_lumo_ev": 3.06, "charge": -1}

***

[4]
{"formula": "C3H6N6", "method": "wB97M-V/def2-TZVPD", "species": ["H", "N", "C", "N", "C", "N", "H", "N", "N", "N", "C", "H", "H", "H", "H"], "xyz": [[-2.254, 0.907, -0.409], [-2.235, 0.161, -1.067], [-1.138, -0.445, -1.125], [0.061, -0.296, -0.369], [1.263, -0.060, -1.026], [1.521, -0.608, -2.176], [2.415, -0.272, -2.479], [2.053, 0.683, -0.170], [1.396, 0.910, 0.923], [0.106, 0.513, 0.772], [-0.413, -0.019, 1.974], [-0.997, -1.216, -1.825], [-0.149, -1.033, 2.230], [-0.112, 0.620, 2.782], [-1.518, 0.155, 1.965]], "atomic_forces_ev_per_a": [[0.0403, 0.7708, 0.8385], [0.1477, -0.5755, -0.3200], [0.0086, 0.4598, 0.4941], [-0.8335, 0.6618, 0.3869], [0.0008, -2.1582, -2.4491], [-0.7305, 1.2157, 1.8903], [0.6698, 0.0785, -0.2653], [-0.0900, 0.8361, 2.4763], [0.5740, -0.0721, -2.8788], [1.4568, 0.0326, -0.3502], [-2.7876, 0.5188, 1.2833], [0.1933, -0.9460, -0.9713], [0.1143, -0.4126, -0.3703], [0.5470, 0.3607, 0.2877], [0.6890, -0.7706, -0.0521]], "lowdin_charge": [0.031, 0.141, -0.213, 0.014, -0.467, 0.133, 0.032, 0.099, 0.089, -0.171, -0.060, 0.099, 0.092, 0.082, 0.099], "e_homo_ev": -9.2, "e_above_lowest_kcal_mol": 113.3, "total_energy_ha": -446.3492, "fmax_ev_per_a": 3.3, "orbital_gap_ev": 8.68, "e_lumo_ev": -0.50, "smiles": "[H]/N=C\\n1/c(=N/[H])nnn1C"}

***

[5]
{"formula": "C4H9O", "method": "wB97M-V/def2-TZVPD", "species": ["C", "O", "H", "H", "H", "C", "C", "C", "H", "H", "H", "H", "H", "H"], "xyz": [[1.278, -2.215, 0.651], [0.525, -1.126, 1.026], [2.243, -1.899, 0.181], [1.532, -2.851, 1.525], [0.835, -2.865, -0.139], [-1.494, 1.335, 0.451], [-0.705, 1.544, -0.811], [0.397, 0.854, -1.131], [-2.566, 1.198, 0.243], [-1.107, 0.457, 0.971], [-1.471, 2.221, 1.086], [-1.062, 2.296, -1.522], [0.946, 1.099, -2.038], [0.649, -0.046, -0.494]], "atomic_forces_ev_per_a": [[-0.2220, 1.1992, 0.2785], [0.0352, -0.6475, -0.2534], [0.2655, -0.1903, 0.1172], [0.1635, -0.3272, -0.1939], [-0.2578, -0.2055, 0.1359], [-0.3733, -0.1813, -0.3627], [0.4443, 0.0060, -0.4728], [-0.5837, -0.6325, 0.4349], [0.1392, -0.1538, -0.1155], [0.0659, 0.0130, 0.1372], [0.2797, 0.0904, 0.1604], [0.0399, 0.1787, 0.2865], [-0.1002, -0.0451, -0.0187], [0.1038, 0.8961, -0.1338]], "lowdin_charge": [-0.456, -0.453, 0.027, 0.026, 0.027, -0.141, -0.274, -0.029, 0.055, 0.041, 0.053, 0.063, 0.028, 0.034], "e_homo_ev": -2.3, "e_above_lowest_kcal_mol": 20.2, "total_energy_ha": -232.9867, "fmax_ev_per_a": 1.3, "orbital_gap_ev": 6.72, "e_lumo_ev": 4.42, "charge": -1}

***

[6]
{"formula": "C3H5N3O", "method": "wB97M-V/def2-TZVPD", "species": ["H", "N", "C", "C", "O", "N", "N", "C", "H", "H", "H", "H"], "xyz": [[-0.052, -0.435, 2.626], [-0.677, -0.136, 1.859], [0.062, 0.095, 0.819], [1.586, 0.048, 0.924], [2.307, -0.004, -0.023], [-0.355, 0.451, -0.438], [-1.498, -0.088, -0.850], [-1.626, -0.276, -2.093], [2.074, 0.052, 1.890], [0.415, 0.506, -1.161], [-0.737, -0.151, -2.678], [-2.570, -0.736, -2.390]], "atomic_forces_ev_per_a": [[-0.3666, 0.3827, -0.3276], [1.1112, -0.1466, -1.3552], [0.3801, 0.1392, 2.0794], [-0.4136, 0.0199, -0.0966], [0.3326, 0.0479, -1.2568], [1.9467, -0.0449, -0.4610], [-1.9189, -0.0085, -0.2076], [-0.4186, -0.6856, 0.9734], [-0.4024, -0.0576, 1.0538], [-0.7998, -0.0947, 1.1819], [0.0849, 0.1864, -1.1668], [0.4647, 0.2617, -0.4168]], "lowdin_charge": [0.047, 0.148, -0.385, -0.194, 0.073, -0.021, -0.043, -0.026, 0.115, 0.149, 0.064, 0.074], "e_homo_ev": -9.4, "e_above_lowest_kcal_mol": 72.5, "total_energy_ha": -356.7418, "fmax_ev_per_a": 2.1, "orbital_gap_ev": 9.23, "e_lumo_ev": -0.13, "smiles": "[H]/N=C(\\C=O)NN=C"}